The following is a DFT calculation (wB97M-V/def2-TZVPD) of C2HF3NP as an isolated structure.

ORCA input file:
```
! wB97M-V def2-TZVPD RIJCOSX def2/J DEFGRID3
* xyz 0 1
C 2.30 1.11 -0.18
C 1.56 -0.73 0.14
N 2.39 2.24 -0.15
F 1.51 -1.23 -1.14
F 2.37 -1.54 0.73
F 0.28 0.37 2.02
P -0.10 -0.71 0.84
H -0.41 0.47 0.11
*
```

Properties
- electronic energy (a.u.) = -772.4180
- highest occupied orbital energy (eV) = -11.6
- HOMO-LUMO gap (eV) = 10.516


The following is a DFT calculation (wB97M-V/def2-TZVPD) of a 12-piece molecular cluster, C29H76NO12 overall.

ORCA input file:
```
! wB97M-V def2-TZVPD RIJCOSX def2/J DEFGRID3
* xyz 1 1
C -1.37 3.94 3.78
C -0.42 4.17 2.59
C -0.12 2.91 1.84
C 1.15 2.32 1.83
C 1.37 1.13 1.14
C 0.33 0.54 0.49
N -0.87 1.12 0.51
O -1.84 0.45 -0.19
C -1.12 2.27 1.15
H -2.14 3.20 3.54
H -1.87 4.86 4.07
H -0.81 3.54 4.62
H -0.83 4.92 1.91
H 0.52 4.57 2.97
H 1.96 2.80 2.36
H 2.35 0.68 1.11
H 0.42 -0.39 -0.06
H -2.59 1.06 -0.27
H -2.13 2.66 1.12
C 3.26 3.17 -2.65
C 4.15 3.13 -1.43
O 3.42 3.35 -0.21
H 2.75 4.13 -2.72
H 3.84 3.02 -3.56
H 2.50 2.39 -2.60
H 4.90 3.92 -1.47
H 4.67 2.17 -1.36
H 2.77 2.64 -0.16
C 7.49 0.07 1.36
C 6.10 0.62 1.13
O 5.61 0.28 -0.17
H 8.18 0.45 0.61
H 7.86 0.35 2.35
H 7.49 -1.02 1.29
H 6.10 1.71 1.18
H 5.40 0.24 1.89
H 5.59 -0.68 -0.23
C 0.62 -1.54 -4.48
C 0.71 -1.31 -2.98
O 1.17 0.01 -2.68
H 1.59 -1.38 -4.94
H 0.29 -2.56 -4.69
H -0.09 -0.85 -4.94
H 1.42 -1.99 -2.53
H -0.27 -1.48 -2.51
H 0.53 0.63 -3.06
C -3.04 2.84 -2.89
C -2.38 2.41 -4.19
O -1.27 1.54 -3.96
H -2.32 3.34 -2.24
H -3.88 3.51 -3.07
H -3.43 1.96 -2.36
H -1.99 3.28 -4.72
H -3.10 1.91 -4.84
H -1.61 0.76 -3.51
C 6.89 -2.69 4.73
C 5.50 -2.15 4.47
O 5.04 -2.51 3.16
H 7.59 -2.32 3.98
H 7.24 -2.39 5.72
H 6.90 -3.78 4.67
H 5.50 -1.06 4.51
H 4.80 -2.52 5.22
H 5.02 -3.47 3.12
C -0.40 -3.32 1.55
C -0.31 -3.05 3.04
O 0.55 -1.94 3.32
H 0.59 -3.52 1.14
H -1.05 -4.17 1.34
H -0.81 -2.45 1.03
H 0.12 -3.90 3.57
H -1.30 -2.85 3.46
H 0.18 -1.17 2.88
C -0.67 1.22 -7.55
C -1.94 0.48 -7.92
O -1.83 -0.20 -9.17
H -0.41 1.94 -8.31
H -0.79 1.74 -6.59
H 0.17 0.52 -7.45
H -2.77 1.17 -8.03
H -2.20 -0.25 -7.14
H -1.11 -0.83 -9.12
C 4.59 -4.26 8.86
C 5.54 -3.13 8.51
O 4.99 -2.24 7.54
H 4.33 -4.83 7.97
H 5.04 -4.94 9.58
H 3.67 -3.87 9.29
H 6.46 -3.52 8.07
H 5.81 -2.57 9.41
H 4.19 -1.87 7.91
C -5.29 -2.25 -7.92
C -4.52 -2.79 -9.12
O -4.20 -1.77 -10.05
H -6.21 -1.76 -8.26
H -5.55 -3.04 -7.22
H -4.70 -1.50 -7.39
H -5.12 -3.52 -9.65
H -3.61 -3.29 -8.78
H -3.66 -1.12 -9.60
C -5.50 -0.49 0.90
C -4.47 -1.48 1.39
O -3.84 -2.18 0.32
H -6.27 -1.00 0.32
H -5.97 0.03 1.74
H -5.04 0.26 0.25
H -4.92 -2.23 2.03
H -3.70 -0.96 1.99
H -3.42 -1.52 -0.24
C -7.78 2.45 4.96
C -7.22 1.87 3.67
O -6.12 0.99 3.91
H -7.00 2.99 5.50
H -8.60 3.13 4.75
H -8.15 1.66 5.61
H -6.84 2.66 3.03
H -8.01 1.34 3.13
H -6.43 0.27 4.47
*
```

Properties
- electronic energy (a.u.) = -2107.7687
- highest occupied orbital energy (eV) = -11.1
- HOMO-LUMO gap (eV) = 7.093


The following is a DFT calculation (wB97M-V/def2-TZVPD) of a 2-piece molecular cluster, H7N5S2 overall.

ORCA input file:
```
! wB97M-V def2-TZVPD RIJCOSX def2/J DEFGRID3
* xyz 0 1
N -1.89 -0.19 -1.60
N 0.55 -1.05 1.11
N -2.13 -0.19 0.88
N 0.72 -0.72 -1.33
N 1.04 1.23 -0.12
S -2.43 0.65 -0.39
S 1.66 -0.14 -0.08
H -2.31 0.05 -2.46
H 0.67 -2.05 0.78
H -1.57 -0.96 0.52
H 0.79 -1.01 2.08
H -0.25 -0.35 -1.37
H 0.91 -1.67 -1.73
H 1.75 1.95 0.34
*
```

Properties
- electronic energy (a.u.) = -1074.1892
- highest occupied orbital energy (eV) = -8.8
- HOMO-LUMO gap (eV) = 8.397


The following is a DFT calculation (wB97M-V/def2-TZVPD) of a 2-piece molecular cluster, CH3FOS overall.

ORCA input file:
```
! wB97M-V def2-TZVPD RIJCOSX def2/J DEFGRID3
* xyz 0 1
C 1.08 -1.02 -0.78
S 1.18 0.27 0.19
H 1.94 -1.54 -1.39
H 0.19 -1.33 -1.17
O -1.55 1.40 1.53
F -2.30 0.78 0.52
H -0.55 1.43 1.10
*
```

Properties
- electronic energy (a.u.) = -613.0014
- SMILES string = C=S.OF
- highest occupied orbital energy (eV) = -9.7
- HOMO-LUMO gap (eV) = 8.558


The following is a DFT calculation (wB97M-V/def2-TZVPD) of a 5-piece molecular cluster, C20H55N5O5 overall.

ORCA input file:
```
! wB97M-V def2-TZVPD RIJCOSX def2/J DEFGRID3
* xyz 0 1
C 11.58 -9.60 -7.66
O 10.92 -8.51 -8.38
C 11.19 -8.73 -9.78
C 10.90 -7.44 -10.58
C 10.92 -7.62 -12.06
N 11.80 -6.31 -10.19
H 12.59 -9.65 -8.08
H 11.04 -10.53 -7.86
H 11.58 -9.45 -6.58
H 12.22 -9.00 -10.00
H 10.65 -9.60 -10.15
H 9.97 -7.02 -10.18
H 11.83 -8.04 -12.48
H 10.91 -6.71 -12.66
H 10.08 -8.29 -12.28
H 12.65 -6.83 -10.35
H 11.79 -5.99 -9.23
C 15.94 -15.10 -8.58
O 16.00 -15.40 -9.96
C 16.97 -14.47 -10.63
C 17.01 -14.74 -12.14
C 17.52 -16.14 -12.40
N 17.71 -13.78 -12.95
H 15.40 -15.91 -8.09
H 15.51 -14.14 -8.27
H 16.96 -15.19 -8.22
H 16.63 -13.44 -10.48
H 18.00 -14.60 -10.32
H 16.02 -14.74 -12.59
H 18.54 -16.26 -12.04
H 17.59 -16.32 -13.48
H 16.90 -16.97 -12.05
H 17.00 -13.06 -12.96
H 17.75 -14.11 -13.91
C 12.38 -12.65 -17.77
O 12.80 -11.52 -17.10
C 12.11 -10.30 -17.24
C 13.06 -9.18 -16.77
C 12.52 -7.83 -16.79
N 14.11 -9.16 -17.71
H 12.88 -13.56 -17.45
H 12.29 -12.50 -18.85
H 11.39 -12.96 -17.44
H 11.58 -10.28 -18.19
H 11.35 -10.25 -16.47
H 13.28 -9.48 -15.75
H 11.53 -7.84 -16.32
H 12.44 -7.44 -17.80
H 13.21 -7.22 -16.22
H 13.69 -9.10 -18.63
H 14.63 -10.02 -17.66
C 15.01 -8.83 -9.73
O 14.43 -9.51 -10.82
C 15.30 -10.43 -11.51
C 14.68 -10.86 -12.88
C 13.42 -11.76 -12.68
N 15.57 -11.73 -13.53
H 14.27 -8.06 -9.50
H 15.95 -8.30 -9.88
H 15.05 -9.47 -8.84
H 16.29 -10.05 -11.76
H 15.49 -11.37 -10.97
H 14.51 -10.03 -13.57
H 13.78 -12.60 -12.10
H 12.81 -11.98 -13.55
H 12.82 -11.25 -11.93
H 16.31 -11.09 -13.82
H 15.06 -11.98 -14.36
C 20.03 -7.80 -11.68
O 19.99 -8.21 -13.03
C 18.69 -8.12 -13.53
C 18.43 -9.22 -14.57
C 17.15 -9.06 -15.30
N 18.49 -10.45 -13.84
H 19.13 -8.07 -11.12
H 20.10 -6.74 -11.47
H 20.89 -8.31 -11.23
H 17.90 -8.21 -12.78
H 18.50 -7.12 -13.92
H 19.16 -9.30 -15.38
H 16.34 -9.27 -14.60
H 17.18 -9.83 -16.07
H 17.03 -8.13 -15.86
H 19.07 -10.16 -13.06
H 19.06 -11.14 -14.31
*
```

Properties
- electronic energy (a.u.) = -1444.7790
- SMILES string = COC[C@H](C)N.COC[C@H](C)N.COC[C@H](C)N.COC[C@H](C)N.COC[C@H](C)N
- highest occupied orbital energy (eV) = -8.7
- HOMO-LUMO gap (eV) = 9.331


For the records above, the corresponding ΔE to the lowest compared entry with this formula, charge and spin values read 193.6, 0.0, 107.0, 469.9, 304.9 kJ/mol.